{
  "formula": "C45H66FNOsP3Si",
  "method": "ωB97M-V/def2-TZVPD",
  "species": ["Os", "C", "C", "C", "P", "C", "C", "C", "C", "C", "C", "C", "C", "C", "Si", "C", "C", "C", "C", "C", "C", "P", "C", "C", "C", "C", "C", "C", "C", "C", "C", "C", "C", "C", "P", "C", "C", "C", "C", "C", "C", "H", "H", "H", "H", "H", "H", "H", "H", "H", "H", "H", "H", "H", "H", "H", "H", "H", "H", "H", "H", "H", "H", "H", "H", "H", "H", "H", "H", "H", "H", "H", "H", "H", "H", "H", "H", "H", "H", "H", "H", "H", "H", "H", "H", "H", "H", "H", "H", "H", "H", "H", "H", "H", "H", "F", "C", "N", "C", "C", "C", "C", "C", "C", "C", "C", "H", "H", "H", "H", "H", "H", "H", "H", "H", "H", "H", "H"],
  "xyz": [[-0.65240, 0.05353, 0.45112], [-2.86590, 3.37033, 1.25332], [-1.40690, 3.82423, 1.35452], [-1.38450, 5.33593, 1.12112], [-0.31320, 2.67793, 0.31662], [-0.28370, 3.31943, -1.44068], [-1.70680, 3.43023, -1.98118], [0.51430, 4.59463, -1.68758], [1.42440, 3.00643, 0.81332], [1.89380, 4.26433, 1.17552], [3.20390, 4.44553, 1.58062], [4.05490, 3.35853, 1.67022], [3.59560, 2.10673, 1.30532], [2.29990, 1.91733, 0.84072], [1.72040, 0.19243, 0.22102], [2.59830, -0.03567, -1.48108], [3.95370, 0.26853, -1.55108], [4.70780, -0.02587, -2.67308], [4.10730, -0.65177, -3.75018], [2.74890, -0.91087, -3.72058], [1.97750, -0.58767, -2.60738], [0.14510, -0.74387, -2.66038], [-0.27670, 0.52023, -4.00838], [-1.79710, 0.60523, -4.11508], [0.35710, 0.44193, -5.39178], [-0.20530, -2.49257, -3.29228], [-1.70030, -2.76117, -3.12598], [0.21190, -2.95217, -4.68518], [2.59340, -0.91937, 1.54272], [3.88640, -1.38537, 1.34232], [4.61450, -1.95317, 2.37282], [4.05830, -2.05687, 3.63592], [2.75140, -1.65357, 3.84262], [2.00850, -1.11067, 2.79882], [0.23890, -0.72557, 3.04702], [-0.38680, -2.24627, 3.96872], [0.20340, -3.55627, 3.45372], [-1.91310, -2.29497, 3.88902], [0.32060, 0.54853, 4.42292], [-1.06850, 1.02463, 4.83572], [1.15470, 1.72223, 3.93122], [-3.44290, 3.81043, 2.06462], [-2.96810, 2.29513, 1.32732], [-3.31080, 3.69663, 0.31692], [-1.05180, 3.62753, 2.37642], [-1.72590, 5.59263, 0.12182], [-0.41760, 5.79573, 1.29362], [-2.07880, 5.78923, 1.82862], [0.23680, 2.50303, -1.96468], [-2.19420, 4.32373, -1.59938], [-2.29860, 2.56073, -1.69408], [-1.69740, 3.50233, -3.06658], [0.08190, 5.45263, -1.18308], [0.51670, 4.80443, -2.75628], [1.54750, 4.48173, -1.36578], [1.25350, 5.12703, 1.13632], [3.55350, 5.43303, 1.83862], [5.06780, 3.48733, 2.01842], [4.25130, 1.25503, 1.41162], [4.43240, 0.75853, -0.71828], [5.75820, 0.21753, -2.69808], [4.68260, -0.91887, -4.62338], [2.29320, -1.37267, -4.57808], [0.08880, 1.44963, -3.55198], [-2.19320, -0.22577, -4.69308], [-2.09310, 1.52743, -4.61138], [-2.25080, 0.58793, -3.12548], [0.02720, -0.43167, -5.94068], [1.44150, 0.45433, -5.34208], [0.04770, 1.31913, -5.95808], [0.33660, -3.11237, -2.56548], [-2.26940, -2.33217, -3.94718], [-2.07350, -2.34827, -2.19228], [-1.88070, -3.83487, -3.11678], [-0.24780, -2.35437, -5.46448], [-0.14100, -3.97627, -4.80338], [1.28740, -2.96567, -4.82088], [4.32910, -1.30747, 0.36112], [5.62050, -2.29987, 2.19512], [4.62960, -2.46907, 4.45392], [2.31000, -1.76217, 4.82272], [-0.08840, -2.09907, 5.01432], [0.04770, -3.65947, 2.38362], [-0.29170, -4.38967, 3.95082], [1.27000, -3.63117, 3.65072], [-2.21830, -2.76337, 2.95712], [-2.35360, -1.30157, 3.92562], [-2.31490, -2.88117, 4.71362], [0.82310, 0.07813, 5.27622], [-1.65860, 1.28823, 3.95882], [-0.98060, 1.91033, 5.46302], [-1.60050, 0.26543, 5.40302], [0.65550, 2.19773, 3.08732], [2.14370, 1.40403, 3.60552], [1.27340, 2.46343, 4.71752], [-2.29770, 0.35893, 1.52342], [-4.98230, -2.66947, -1.27858], [-3.92290, -1.84557, -0.76758], [-4.00970, -0.43737, -1.01728], [-3.36480, -2.23267, 0.51442], [-1.98340, -2.83877, 0.32112], [-1.95400, -4.23127, 0.24292], [-0.78510, -4.92737, 0.00332], [0.38200, -4.20837, -0.17888], [0.36210, -2.82427, -0.10868], [-0.80120, -2.08777, 0.16382], [-5.24220, -2.34637, -2.28418], [-5.88800, -2.63187, -0.65708], [-4.63830, -3.70187, -1.33118], [-4.31970, -0.26177, -2.04778], [-3.00940, 0.00163, -0.86088], [-4.71530, 0.07023, -0.34518], [-4.01240, -2.98207, 0.97582], [-3.32360, -1.37217, 1.18162], [-2.87630, -4.78047, 0.36762], [-0.78540, -6.00647, -0.05758], [1.31640, -4.71207, -0.37988], [1.30240, -2.32137, -0.28808]],
  "forces_ev_per_angstrom": [[-1.236, -1.160, 0.884], [-0.013, -0.212, 0.074], [-0.087, -0.523, 0.047], [0.318, -0.068, -0.049], [0.640, 0.931, -0.420], [-0.146, -0.354, 0.062], [0.112, -0.168, 0.046], [0.110, -0.182, 0.106], [-0.104, -0.316, 0.111], [-0.066, 0.167, 0.067], [-0.032, 0.018, 0.031], [0.001, -0.017, -0.031], [0.162, -0.013, -0.023], [-0.611, -0.491, -0.286], [1.881, 0.389, 0.198], [-0.686, -0.092, 0.590], [0.173, 0.126, 0.004], [-0.004, -0.026, 0.031], [-0.018, -0.003, -0.054], [0.143, -0.078, -0.007], [-0.346, -0.124, 0.023], [0.368, 0.092, -0.712], [-0.028, -0.193, 0.369], [0.080, 0.072, 0.129], [0.068, 0.049, 0.200], [-0.052, 0.207, 0.183], [0.135, 0.105, 0.294], [0.161, 0.096, 0.159], [-0.612, 0.117, -0.463], [0.106, -0.035, -0.144], [0.059, 0.005, 0.024], [-0.006, -0.020, 0.120], [0.079, 0.112, -0.064], [-0.255, 0.103, -0.116], [0.642, -0.033, 0.619], [-0.139, 0.133, -0.409], [0.105, 0.119, 0.125], [0.017, 0.158, 0.065], [-0.085, 0.038, -0.423], [0.068, -0.143, 0.040], [0.012, -0.148, 0.026], [-0.021, 0.113, 0.046], [-0.067, -0.136, 0.012], [-0.045, 0.057, -0.087], [-0.013, -0.050, -0.138], [-0.020, 0.031, -0.052], [-0.023, 0.083, -0.045], [-0.059, -0.024, 0.021], [-0.118, 0.113, 0.163], [-0.082, 0.044, 0.037], [-0.164, -0.025, -0.097], [0.001, -0.020, -0.101], [-0.033, 0.121, 0.059], [-0.028, 0.009, -0.092], [0.008, 0.077, -0.067], [-0.045, 0.050, -0.006], [0.011, 0.107, 0.053], [0.113, 0.002, 0.059], [0.118, -0.079, -0.002], [0.118, 0.035, 0.089], [0.129, 0.039, -0.001], [0.083, -0.009, -0.080], [-0.031, 0.041, -0.087], [-0.067, -0.129, 0.012], [-0.067, -0.094, -0.043], [-0.047, 0.068, -0.092], [-0.165, -0.014, 0.014], [0.011, -0.108, -0.108], [0.049, -0.009, -0.089], [-0.043, 0.094, -0.083], [-0.127, 0.209, -0.102], [-0.074, 0.046, -0.109], [-0.216, -0.047, -0.042], [-0.047, -0.103, -0.027], [-0.045, 0.009, -0.119], [-0.012, -0.084, -0.070], [0.076, -0.036, -0.119], [0.137, 0.000, -0.082], [0.116, -0.057, -0.030], [0.059, -0.050, 0.057], [-0.053, -0.066, 0.111], [0.044, 0.137, -0.122], [-0.060, -0.034, -0.101], [-0.062, -0.057, 0.038], [-0.003, -0.080, -0.035], [-0.044, -0.015, -0.080], [-0.166, 0.044, 0.031], [-0.035, -0.067, 0.032], [-0.027, -0.095, -0.128], [-0.126, 0.024, -0.072], [0.002, 0.048, 0.088], [-0.140, -0.034, 0.011], [0.035, 0.080, 0.033], [0.032, 0.086, -0.013], [-0.020, 0.097, 0.122], [0.264, 0.116, -0.193], [-0.045, 0.037, 0.168], [0.403, -0.011, -0.338], [0.003, -0.088, 0.249], [0.090, 0.140, -0.085], [-0.513, -0.007, 0.340], [0.106, 0.075, -0.014], [0.045, 0.044, -0.082], [0.165, 0.100, 0.010], [0.114, -0.016, -0.025], [0.140, 0.615, 0.102], [-0.031, -0.028, -0.094], [-0.119, -0.053, -0.013], [-0.080, -0.117, -0.041], [0.065, 0.040, -0.023], [-0.251, 0.139, -0.155], [0.016, 0.218, 0.034], [0.001, 0.004, 0.090], [-0.061, -0.080, 0.012], [-0.121, -0.012, 0.053], [-0.008, -0.050, 0.025], [0.081, -0.059, -0.017], [0.076, 0.017, 0.004]],
  "fmax_ev_per_a": 1.93,
  "spin_multiplicity": 5,
  "lumo_energy_ha": [-0.08182, -0.16887],
  "charge": 1,
  "s_squared": 6.03,
  "de_lowest_kj_mol": 115.2
}